(1)
Formula: C5H7NO
Source: OMol25
Level of theory: the ωB97M-V functional and the def2-TZVPD basis

Values from the calculation:
- calculated total energy (a.u.) = -324.5616
- 2S+1 = 1
- HOMO level (eV) = -8.57
- Kohn-Sham gap (eV) = 9.18

```
14
Properties=species:S:1:pos:R:3:nbo_charge:R:1
C 0.946 -1.232 0.857 -0.673
C -1.430 -0.120 -1.619 -0.678
N -0.899 0.836 0.691 -0.320
C 0.547 0.052 0.216 -0.027
C -0.686 0.238 -0.421 0.283
C 0.827 1.582 0.880 0.419
O 1.376 2.425 0.195 -0.589
H 0.901 1.596 1.980 0.147
H 1.029 -2.009 0.088 0.229
H 1.945 -1.136 1.293 0.232
H -2.461 0.226 -1.543 0.243
H -0.963 0.352 -2.488 0.259
H 0.274 -1.608 1.636 0.231
H -1.406 -1.203 -1.765 0.245
```

(2)
Formula: C5H7NO
Source: OMol25
Level of theory: the ωB97M-V functional and the def2-TZVPD basis

Values from the calculation:
- calculated total energy (a.u.) = -324.5735
- SMILES = O=C1CC1.C=C=N
- 2S+1 = 1
- HOMO level (eV) = -9.22
- Kohn-Sham gap (eV) = 9.89

```
14
Properties=species:S:1:pos:R:3:nbo_charge:R:1
O 1.686 -0.288 -0.213 -0.644
C 0.588 0.289 -0.049 0.526
C 0.011 1.523 -0.612 -0.496
C 0.064 1.273 0.933 -0.501
H 0.771 2.194 -1.017 0.233
H -0.965 1.562 -1.096 0.225
H -0.882 1.135 1.463 0.221
H 0.812 1.825 1.504 0.230
C -1.110 -1.141 -0.175 -0.635
C -0.201 -2.130 -0.108 0.447
N 0.863 -2.685 -0.090 -0.552
H -1.635 -0.856 0.723 0.251
H -1.542 -0.923 -1.142 0.254
H 1.541 -1.778 -0.120 0.440
```

(3)
Formula: C5H7NO
Source: OMol25
Level of theory: the ωB97M-V functional and the def2-TZVPD basis

Values from the calculation:
- calculated total energy (a.u.) = -324.5933
- 2S+1 = 1
- HOMO level (eV) = -9.53
- Kohn-Sham gap (eV) = 10.45

```
14
Properties=species:S:1:pos:R:3:nbo_charge:R:1
C 0.177 1.318 1.608 -0.118
C 0.442 0.026 1.596 -0.235
C 0.226 -1.070 -2.202 0.536
C -0.655 1.228 0.324 -0.449
C -0.399 -0.278 0.457 -0.001
N 0.712 -0.811 -0.949 -0.675
O -0.809 -0.705 -2.727 -0.599
H 0.415 2.157 2.142 0.205
H 0.849 -0.636 2.360 0.207
H 1.029 -1.801 -2.714 0.083
H -1.711 1.472 0.574 0.209
H -0.462 1.671 -0.688 0.245
H -1.105 -1.029 0.767 0.216
H 1.291 -1.542 -0.547 0.377
```

(4)
Formula: C5H7NO
Source: OMol25
Level of theory: the ωB97M-V functional and the def2-TZVPD basis

Values from the calculation:
- calculated total energy (a.u.) = -324.6010
- SMILES = OCC#C[C@H]1CN1
- 2S+1 = 1
- HOMO level (eV) = -9.30
- Kohn-Sham gap (eV) = 10.13

```
14
Properties=species:S:1:pos:R:3:nbo_charge:R:1
O 2.870 -1.394 0.975 -0.694
C 2.555 -0.309 0.128 -0.132
C 1.139 0.091 0.183 -0.030
C -0.013 0.449 0.243 -0.033
C -1.383 0.924 0.309 -0.164
C -2.445 0.126 -0.357 -0.237
N -2.390 0.191 1.094 -0.554
H 2.600 -1.156 1.870 0.468
H 3.176 0.581 0.331 0.188
H 2.801 -0.657 -0.877 0.207
H -1.523 2.001 0.388 0.226
H -2.151 -0.784 -0.870 0.201
H -3.286 0.617 -0.825 0.199
H -1.972 -0.664 1.454 0.355
```

(5)
Formula: C5H7NO
Source: OMol25
Level of theory: the ωB97M-V functional and the def2-TZVPD basis

Values from the calculation:
- calculated total energy (a.u.) = -324.5360
- 2S+1 = 1
- HOMO level (eV) = -8.39
- Kohn-Sham gap (eV) = 9.26

```
14
Properties=species:S:1:pos:R:3:nbo_charge:R:1
N 2.218 -0.230 -0.895 -0.843
C 1.214 -0.040 0.067 0.442
O 0.734 -1.139 0.702 -0.541
C -0.221 -0.965 -0.445 0.120
C -1.508 -0.475 0.210 -0.507
C -1.004 0.872 0.733 -0.436
C 0.273 0.941 -0.084 -0.149
H 2.819 -0.990 -0.582 0.377
H 1.580 -0.679 -1.580 0.400
H -1.854 -1.198 0.954 0.224
H -2.268 -0.352 -0.566 0.216
H -0.779 0.838 1.802 0.235
H -1.655 1.724 0.528 0.224
H 0.452 1.692 -0.845 0.238
```

(6)
Formula: C5H7NO
Source: OMol25
Level of theory: the ωB97M-V functional and the def2-TZVPD basis

Values from the calculation:
- calculated total energy (a.u.) = -324.6208
- SMILES = N=C=CC[C@@H]1CO1
- 2S+1 = 1
- HOMO level (eV) = -8.70
- Kohn-Sham gap (eV) = 9.76

```
14
Properties=species:S:1:pos:R:3:nbo_charge:R:1
N 0.539 2.755 -1.166 -0.634
C 0.822 1.838 -0.400 0.445
C 1.275 0.852 0.342 -0.441
C 0.963 -0.592 0.016 -0.429
C -0.405 -0.850 0.607 0.060
C -1.525 -1.483 -0.089 -0.109
O -1.408 -0.070 -0.028 -0.501
H -0.416 3.109 -1.105 0.379
H 1.662 1.092 1.328 0.241
H 0.934 -0.758 -1.067 0.222
H 1.730 -1.256 0.432 0.221
H -0.437 -0.826 1.699 0.181
H -1.376 -1.943 -1.066 0.182
H -2.358 -1.869 0.497 0.184
```

(7)
Formula: C5H7NO
Source: OMol25
Level of theory: the ωB97M-V functional and the def2-TZVPD basis

Values from the calculation:
- calculated total energy (a.u.) = -324.6636
- SMILES = Cn1cccc1O
- 2S+1 = 1
- HOMO level (eV) = -7.85
- Kohn-Sham gap (eV) = 8.65

```
14
Properties=species:S:1:pos:R:3:nbo_charge:R:1
C -1.791 0.151 0.540 -0.402
N -0.414 -0.177 0.263 -0.369
C 0.128 -1.408 -0.107 -0.088
C 1.394 -1.211 -0.567 -0.264
C 1.649 0.212 -0.543 -0.492
C 0.538 0.752 0.055 0.491
O 0.308 2.055 0.329 -0.674
H -2.221 0.760 -0.268 0.206
H -1.846 0.716 1.472 0.215
H -2.355 -0.778 0.624 0.213
H -0.468 -2.302 0.007 0.209
H 2.084 -2.004 -0.842 0.221
H 1.802 0.806 -1.437 0.232
H 1.191 2.428 0.476 0.501
```

(8)
Formula: C5H7NO
Source: OMol25
Level of theory: the ωB97M-V functional and the def2-TZVPD basis

Values from the calculation:
- calculated total energy (a.u.) = -324.5597
- 2S+1 = 1
- HOMO level (eV) = -8.38
- Kohn-Sham gap (eV) = 8.55

```
14
Properties=species:S:1:pos:R:3:nbo_charge:R:1
N -0.165 1.486 2.092 -0.832
C -0.237 0.443 1.157 0.390
O 0.865 -0.436 1.159 -0.590
C 1.475 0.090 0.018 0.371
C 0.777 -0.528 -1.166 -0.583
C -0.725 -0.725 -0.900 -0.451
C -1.077 0.325 0.128 -0.230
H 0.304 1.158 2.930 0.376
H 0.446 2.196 1.691 0.381
H 1.352 -1.466 -1.276 0.253
H 0.966 0.067 -2.066 0.227
H -0.926 -1.721 -0.488 0.232
H -1.315 -0.628 -1.816 0.226
H -1.887 1.033 0.006 0.231
```

Which value of 2S+1 does entry 5 give?
1

What is the calculated total energy in the sixth record?
-324.6208 a.u.

Which of these has the lowest HOMO level?
number 3

Look up the calculated total energy of the fifth one.
-324.5360 a.u.